Record 1
Computed, not measured: a gas-phase ion, C5H11N2 (charge +1), with ωB97M-V/def2-TZVPD.

```
18
C5H11N2 | the OMol25 dataset | ωB97M-V/def2-TZVPD
C 2.249 -1.070 0.444
N 2.061 -0.027 -0.218
C 1.425 1.246 0.028
C 0.713 0.274 -0.832
N -0.129 -0.634 -0.221
C -1.294 -0.248 0.566
C -2.513 0.399 -0.209
H 1.911 -1.919 -0.141
H 2.853 -1.325 1.317
H 1.810 2.084 -0.471
H 1.102 1.288 1.036
H 0.674 0.375 -1.945
H -0.221 -1.449 -0.857
H -1.575 -1.172 1.078
H -0.718 0.459 1.253
H -2.661 -0.225 -1.014
H -3.322 0.460 0.480
H -2.366 1.483 -0.293
```

Output
Charge   +1
Relative energy (zero: lowest compared OMol25 entry of this formula, charge and spin)   93.45 kcal per mole
E   -8333.067 eV
F_max   0.08601 Eh/bohr
SMILES   C=[N+]1C[C@@H]1NCC
HOMO-LUMO gap   8.41 eV


Record 2
Computed, not measured: a gas-phase ion, C5H11N2 (charge +1), with ωB97M-V/def2-TZVPD.

```
18
C5H11N2 | the OMol25 dataset | ωB97M-V/def2-TZVPD
C -0.384 -1.065 -2.071
C -0.228 0.147 -1.195
N -1.479 0.642 -0.542
C -0.202 0.033 0.257
C -0.172 -0.809 1.444
N 0.281 0.582 1.411
C 1.630 1.036 1.653
H -0.954 -1.847 -1.575
H 0.597 -1.461 -2.320
H -0.882 -0.795 -2.999
H 0.369 0.942 -1.635
H -1.662 1.639 -0.487
H -2.312 0.067 -0.632
H -1.069 -0.990 2.022
H 0.560 -1.611 1.465
H 1.663 2.119 1.533
H 1.881 0.798 2.684
H 2.363 0.573 0.987
```

Output
Charge   +1
Relative energy (zero: lowest compared OMol25 entry of this formula, charge and spin)   55.62 kcal per mole
E   -8334.707 eV
F_max   0.02036 Eh/bohr
SMILES   C[C@H]1[NH2+][C@@]12CN2C
HOMO-LUMO gap   11.12 eV


Record 3
Computed, not measured: 2 unconnected molecules or ions with the total composition C5H11N2, with ωB97M-V/def2-TZVPD.

```
18
C5H11N2 | the OMol25 dataset | ωB97M-V/def2-TZVPD
C 1.320 -0.464 -1.289
C 0.536 -1.770 -1.001
C 0.527 0.632 -0.612
C -0.118 -0.108 0.550
C -1.277 1.151 2.671
N -0.074 -1.401 0.339
N -0.138 1.436 -1.542
H 2.398 -0.525 -0.879
H 1.447 -0.337 -2.412
H -0.321 -1.904 -1.592
H 1.233 -2.585 -0.741
H 1.265 1.444 -0.273
H -2.333 1.021 2.508
H -0.840 2.036 2.092
H -0.836 0.924 3.637
H -0.465 -2.129 0.911
H -0.488 2.284 -1.329
H -0.819 0.780 -2.136
```

Output
Charge   +1
Relative energy (zero: lowest compared OMol25 entry of this formula, charge and spin)   125.05 kcal per mole
E   -8331.696 eV
F_max   0.14976 Eh/bohr
HOMO-LUMO gap (spin up / spin down)   7.25 / 8.39 eV


Record 4
Computed, not measured: a gas-phase ion, C5H11N2O (charge -1), with ωB97M-V/def2-TZVPD.

```
19
C5H11N2O | the OMol25 dataset | ωB97M-V/def2-TZVPD
C 0.295 -2.325 -1.573
N 1.138 -2.278 -0.646
C 0.909 -1.427 0.512
C -0.276 -0.451 0.533
C -0.013 0.886 -0.112
N 1.091 1.538 0.670
C -1.270 1.804 0.021
O -1.819 1.722 1.254
H 0.418 -3.009 -2.425
H -0.583 -1.680 -1.692
H 0.756 -2.112 1.348
H 1.818 -0.847 0.651
H -1.113 -0.962 0.056
H -0.526 -0.243 1.570
H 0.384 0.883 -1.133
H 0.653 1.607 1.595
H 1.046 2.511 0.376
H -0.928 2.852 -0.195
H -1.981 1.532 -0.810
```

Output
Charge   -1
Relative energy (zero: lowest compared OMol25 entry of this formula, charge and spin)   15.06 kcal per mole
E   -10389.885 eV
F_max   0.03056 Eh/bohr
SMILES   C=NCC[C@H](N)C[O-]
HOMO-LUMO gap   6.37 eV


Record 5
Computed, not measured: 2 unconnected molecules or ions with the total composition C5H11N2O, with ωB97M-V/def2-TZVPD.

```
19
C5H11N2O | the OMol25 dataset | ωB97M-V/def2-TZVPD
C 2.793 0.099 0.513
O 3.969 -0.151 -0.114
C 1.604 0.260 -0.554
C 0.283 0.591 0.096
C -0.967 0.149 -0.276
C -2.101 0.141 0.526
N -3.327 -0.415 -0.014
N -1.095 -0.642 -1.506
H 2.431 -0.684 1.222
H 2.820 1.033 1.117
H 2.102 1.033 -1.149
H 1.748 -0.699 -1.082
H 0.190 0.510 2.464
H 0.473 0.681 1.313
H -2.130 0.548 1.522
H -3.191 -0.365 -1.024
H -4.087 0.236 0.170
H -0.162 -0.714 -1.896
H -1.353 -1.610 -1.328
```

Output
Charge   -2
Relative energy (zero: lowest compared OMol25 entry of this formula, charge and spin)   69.61 kcal per mole
E   -10383.166 eV
F_max   0.03512 Eh/bohr
⟨S²⟩   0.78
Multiplicity   2
HOMO-LUMO gap (spin up / spin down)   4.46 / 4.38 eV


Record 6
Computed, not measured: 2 unconnected molecules or ions with the total composition C5H11N2O, with ωB97M-V/def2-TZVPD.

```
19
C5H11N2O | the OMol25 dataset | ωB97M-V/def2-TZVPD
C 1.198 -0.683 1.453
C -0.562 0.564 0.838
C -0.027 -0.164 -0.428
C -0.978 -1.316 -0.827
C 0.344 0.772 -1.627
N 1.178 -0.645 0.133
N 0.283 0.265 1.842
O -1.732 0.970 1.122
H 2.045 -1.014 1.989
H 0.896 2.403 0.862
H -1.983 -1.129 -0.648
H -0.672 -2.294 -0.357
H -0.954 -1.689 -1.898
H -0.522 1.079 -2.125
H 1.133 0.198 -2.306
H 0.837 1.623 -1.108
H 1.766 -1.057 -0.581
H 0.004 0.371 2.814
H -2.255 1.745 0.852
```

Output
Charge   +1
Relative energy (zero: lowest compared OMol25 entry of this formula, charge and spin)   139.82 kcal per mole
E   -10379.542 eV
F_max   0.06904 Eh/bohr
HOMO-LUMO gap (spin up / spin down)   9.49 / 6.87 eV